{
  "formula": "C38H78N4O18",
  "method": "ωB97M-V/def2-TZVPD",
  "symbols": ["C", "C", "C", "N", "C", "C", "C", "C", "C", "H", "H", "H", "H", "H", "H", "H", "H", "H", "H", "H", "H", "H", "H", "H", "H", "H", "H", "C", "C", "C", "N", "C", "C", "C", "C", "C", "H", "H", "H", "H", "H", "H", "H", "H", "H", "H", "H", "H", "H", "H", "H", "H", "H", "H", "C", "C", "C", "N", "C", "C", "C", "C", "C", "H", "H", "H", "H", "H", "H", "H", "H", "H", "H", "H", "H", "H", "H", "H", "H", "H", "H", "C", "C", "C", "N", "C", "C", "C", "C", "C", "H", "H", "H", "H", "H", "H", "H", "H", "H", "H", "H", "H", "H", "H", "H", "H", "H", "H", "O", "C", "O", "O", "H", "O", "C", "O", "O", "H", "O", "C", "O", "O", "H", "O", "C", "O", "O", "H", "O", "C", "O", "O", "H", "O", "C", "O", "O", "H"],
  "coordinates": [[-6.948, -9.583, 0.265], [-6.584, -9.407, -1.254], [-7.156, -10.466, -2.165], [-6.842, -10.309, -3.681], [-7.364, -8.971, -4.252], [-5.340, -10.548, -3.844], [-5.259, -10.915, -5.332], [-6.511, -11.747, -5.467], [-7.546, -11.408, -4.471], [-6.148, -10.192, 0.686], [-7.933, -10.049, 0.309], [-6.885, -8.576, 0.677], [-5.499, -9.391, -1.357], [-6.939, -8.395, -1.447], [-8.245, -10.504, -2.152], [-6.806, -11.477, -1.957], [-8.416, -8.866, -3.987], [-7.305, -8.945, -5.340], [-6.845, -8.089, -3.877], [-4.730, -9.647, -3.777], [-5.129, -11.425, -3.232], [-5.377, -10.029, -5.956], [-4.340, -11.486, -5.461], [-6.869, -11.441, -6.450], [-6.368, -12.821, -5.583], [-8.476, -11.008, -4.875], [-7.892, -12.194, -3.800], [-5.906, -21.364, -0.775], [-4.921, -20.477, -1.601], [-3.436, -20.863, -1.324], [-2.394, -20.110, -2.169], [-2.642, -20.243, -3.730], [-0.910, -20.620, -1.888], [-0.073, -19.391, -2.400], [-0.966, -18.105, -2.362], [-2.316, -18.518, -1.914], [-5.886, -21.109, 0.284], [-5.624, -22.414, -0.694], [-6.939, -21.305, -1.118], [-5.043, -19.426, -1.339], [-5.070, -20.802, -2.631], [-3.209, -21.873, -1.666], [-3.084, -20.787, -0.295], [-2.235, -21.223, -3.979], [-2.015, -19.456, -4.150], [-3.650, -20.077, -4.111], [-0.768, -21.552, -2.435], [-0.857, -20.781, -0.811], [0.360, -19.588, -3.381], [0.752, -19.270, -1.699], [-1.033, -17.681, -3.364], [-0.598, -17.300, -1.725], [-3.228, -18.019, -2.241], [-2.233, -18.274, -0.855], [2.212, -16.366, -5.488], [0.964, -15.712, -6.037], [0.795, -14.183, -5.768], [-0.606, -13.692, -6.312], [-1.787, -14.424, -5.607], [-0.599, -13.694, -7.906], [-0.383, -12.291, -8.395], [-0.005, -11.419, -7.246], [-0.698, -12.114, -6.144], [3.091, -15.967, -5.994], [2.041, -17.429, -5.657], [2.273, -16.266, -4.404], [0.144, -16.278, -5.594], [0.747, -15.960, -7.076], [1.512, -13.696, -6.428], [0.809, -13.737, -4.774], [-2.644, -13.790, -5.835], [-1.677, -14.251, -4.537], [-1.832, -15.451, -5.968], [-1.575, -14.038, -8.250], [0.157, -14.330, -8.366], [-1.302, -11.949, -8.873], [0.415, -12.108, -9.114], [-0.206, -10.357, -7.388], [1.057, -11.548, -7.036], [-1.750, -11.828, -6.149], [-0.223, -11.813, -5.210], [-5.743, -19.304, -3.957], [-5.739, -17.995, -4.645], [-4.604, -17.060, -4.145], [-4.567, -15.582, -4.742], [-4.370, -15.628, -6.321], [-5.818, -14.753, -4.401], [-5.375, -13.330, -3.981], [-4.149, -13.682, -3.255], [-3.461, -14.744, -4.142], [-4.986, -19.904, -4.463], [-6.677, -19.833, -4.145], [-5.671, -19.208, -2.874], [-6.694, -17.486, -4.519], [-5.596, -18.149, -5.715], [-3.697, -17.413, -4.636], [-4.434, -17.282, -3.092], [-4.393, -14.630, -6.759], [-5.246, -16.190, -6.645], [-3.441, -16.189, -6.414], [-6.493, -14.654, -5.250], [-6.314, -15.248, -3.567], [-5.103, -12.676, -4.809], [-6.246, -13.042, -3.392], [-3.513, -12.806, -3.138], [-4.394, -13.974, -2.234], [-2.700, -14.399, -4.842], [-3.026, -15.438, -3.422], [-7.587, -13.914, -0.485], [-6.567, -13.170, -0.932], [-6.614, -12.938, -2.164], [-5.762, -12.717, -0.134], [-7.927, -13.761, -1.369], [-4.035, -13.403, -6.270], [-3.742, -13.126, -7.545], [-4.740, -13.074, -8.320], [-2.579, -13.123, -7.975], [-4.908, -13.353, -6.665], [-7.577, -17.296, -7.489], [-7.424, -16.160, -6.788], [-8.070, -15.997, -5.816], [-6.737, -15.226, -7.180], [-8.256, -17.614, -6.889], [-4.951, -15.752, -1.641], [-3.917, -15.945, -0.831], [-3.219, -16.982, -0.917], [-3.917, -15.202, 0.140], [-5.169, -15.070, -1.002], [-0.550, -17.673, -6.201], [-1.820, -17.384, -5.996], [-2.563, -16.982, -6.923], [-2.134, -17.570, -4.784], [-0.625, -17.810, -5.254], [-3.095, -11.978, -4.759], [-2.044, -12.046, -4.031], [-1.185, -11.154, -3.810], [-1.915, -13.190, -3.686], [-2.863, -12.869, -4.488]],
  "mulliken_charge": [-1.261, -0.526, -0.072, 0.906, -1.181, -0.337, -0.746, 0.785, -1.191, 0.232, 0.294, 0.454, 0.325, 0.412, 0.584, -0.639, 0.371, 0.415, 0.302, 0.696, -0.248, 0.517, 0.752, 0.994, -0.124, 0.484, -0.066, -1.870, 0.497, -0.987, 0.456, -0.815, -0.573, -1.066, 0.694, 0.158, 0.394, 0.361, 0.393, -0.008, 0.417, 0.550, 0.405, 0.434, 0.420, -0.626, 0.360, 0.385, 0.342, 0.471, -1.417, 0.852, -0.420, 0.552, -1.581, 1.018, -1.081, 1.338, 0.647, -0.527, -0.879, -0.904, -0.672, 0.375, 0.378, 0.313, -0.884, 0.399, 0.478, 0.508, 0.175, 0.671, 0.354, 0.137, 0.623, 0.377, 0.385, 0.299, 0.353, -0.157, 0.572, -1.317, -1.486, 2.634, 1.227, -1.090, -1.291, -0.103, -0.473, 0.683, 1.126, 0.243, 0.084, 0.619, 0.206, -0.458, -0.729, 0.594, 0.607, -0.352, 0.745, 0.576, -1.209, 0.441, 0.870, 0.211, -1.388, -0.188, -0.715, 0.305, -0.198, -0.684, 0.416, 0.145, -0.086, -0.791, -0.373, -0.459, -0.523, 0.752, -0.734, -0.609, 0.323, -0.465, 0.624, -0.420, -0.824, 0.168, -0.610, 0.206, -0.596, 0.023, 0.061, -0.275, 0.777, -0.965, -0.380, -2.078],
  "e_lumo_ha": 0.127,
  "energy_ha": -3066.936967,
  "homo_ev": -2.150,
  "multiplicity": 1,
  "charge": -2,
  "gap_ev": 5.6100
}